The following is a DFT calculation (wB97M-V/def2-TZVPD) of 8 unconnected molecules or ions with the total composition C70H75BFN8O9PS in a non-equilibrium geometry.

Each line ends with the Mulliken charge.
Positions of all 166 atoms, in Å:
1 C 5.54 -3.49 3.38  -0.757
2 C 5.10 -3.04 1.89  -0.074
3 O 4.09 -1.99 1.89  -0.366
4 B 4.70 -0.68 2.07  0.760
5 O 5.73 -0.38 3.01  -0.542
6 C 4.06 0.50 1.10  0.383
7 C 4.87 1.08 -0.11  0.479
8 P 6.62 0.53 -0.62  -0.064
9 C 7.82 0.52 0.84  -0.764
10 C 6.34 -1.26 -1.28  -0.057
11 C 5.70 -1.24 -2.77  -0.955
12 C 4.24 2.20 -1.03  -1.278
13 C 2.79 2.74 -0.79  0.166
14 C 2.22 3.85 -1.80  -0.607
15 C 3.14 5.16 -1.71  -1.047
16 C 3.58 5.57 -0.23  1.011
17 C 4.97 5.16 0.38  -0.390
18 C 5.41 5.62 1.82  -0.533
19 C 4.48 6.51 2.75  -0.419
20 C 3.09 6.88 2.18  -0.514
21 C 2.64 6.44 0.74  -0.556
22 C 1.99 2.14 0.39  0.726
23 C 2.63 1.05 1.33  -0.076
24 C 1.65 0.54 2.51  -0.403
25 O 2.04 0.35 3.70  -0.591
26 C 0.11 0.35 2.05  0.781
27 C -0.68 -0.89 2.54  -1.361
28 C -2.16 -1.03 2.00  0.804
29 C -2.92 -2.35 2.50  -0.095
30 O -4.13 -2.35 2.83  -0.560
31 N -2.06 -3.59 2.51  0.085
32 C -1.92 -4.13 3.85  0.641
33 O -1.47 -3.51 4.84  -0.466
34 F -2.37 -5.48 4.07  -0.265
35 C -2.79 0.02 1.04  0.985
36 C -4.29 -0.16 0.46  -1.239
37 C -4.12 -1.15 -0.83  -0.178
38 C -1.99 1.29 0.54  -0.011
39 C -2.60 2.37 -0.47  -0.624
40 C -3.26 3.65 0.23  -0.762
41 C -4.14 3.34 1.53  -0.469
42 C -3.22 3.35 2.85  -0.565
43 S -3.79 2.12 4.12  1.133
44 O -4.73 2.76 5.11  -0.673
45 O -4.52 0.93 3.52  -0.551
46 O -2.38 1.54 4.87  -0.475
47 C -0.53 1.42 1.08  1.106
48 C 0.47 2.62 0.67  -1.053
49 O 0.09 3.82 0.61  -0.451
50 H 6.68 -3.35 3.52  0.113
51 H 5.02 -2.90 4.22  0.205
52 H 5.30 -4.61 3.60  0.308
53 H 4.61 -3.96 1.40  0.345
54 H 6.01 -2.80 1.22  0.075
55 H 5.76 0.61 3.07  0.311
56 H 7.75 1.46 1.51  0.247
57 H 8.89 0.56 0.39  0.407
58 H 7.78 -0.46 1.45  0.122
59 H 7.27 -1.91 -1.19  0.534
60 H 5.51 -1.69 -0.60  -0.184
61 H 5.76 -0.16 -3.19  0.249
62 H 4.57 -1.50 -2.76  0.218
63 H 6.20 -1.98 -3.48  0.299
64 H 4.86 2.62 -1.90  0.308
65 H 2.25 3.38 -2.86  0.404
66 H 1.14 4.15 -1.61  0.125
67 H 4.04 4.98 -2.42  0.337
68 H 2.51 6.05 -2.11  0.503
69 H 5.73 4.52 -0.19  0.240
70 H 6.42 5.33 2.28  0.314
71 H 4.89 6.82 3.77  0.356
72 H 2.40 7.52 2.85  0.297
73 H 1.59 6.77 0.40  0.413
74 H -0.18 -1.63 3.24  0.317
75 H -2.41 -4.28 1.83  0.094
76 H -5.02 -0.57 1.24  0.225
77 H -4.72 0.81 0.04  0.402
78 H -3.25 -0.72 -1.46  0.011
79 H -5.08 -1.24 -1.44  0.355
80 H -3.86 -2.18 -0.42  -0.087
81 H -3.32 1.90 -1.25  0.349
82 H -1.71 2.76 -1.10  0.297
83 H -3.99 4.10 -0.56  0.443
84 H -2.48 4.49 0.41  0.111
85 H -4.79 2.40 1.44  0.051
86 H -4.89 4.22 1.64  0.517
87 H -3.36 4.39 3.34  0.504
88 H -2.11 3.27 2.58  0.118
89 H -2.65 0.83 5.50  0.375
90 C 10.14 -3.26 7.22  -0.140
91 C 10.29 -4.29 6.31  -0.460
92 C 9.64 -4.20 5.10  -0.207
93 N 8.86 -3.16 4.74  -0.304
94 C 8.73 -2.17 5.64  -0.027
95 C 9.34 -2.17 6.89  -0.644
96 H 10.63 -3.30 8.19  0.365
97 H 10.90 -5.16 6.55  0.349
98 H 9.73 -4.98 4.35  0.345
99 H 8.10 -1.35 5.33  0.344
100 H 9.20 -1.35 7.57  0.356
101 C 3.95 10.74 -0.83  -0.548
102 C 3.85 9.41 -0.43  -0.216
103 C 5.03 8.72 -0.19  -0.253
104 N 6.25 9.25 -0.33  -0.502
105 C 6.31 10.54 -0.72  -0.314
106 C 5.20 11.32 -0.98  -0.333
107 H 3.05 11.32 -1.03  0.378
108 H 2.89 8.93 -0.31  0.340
109 H 5.00 7.68 0.13  0.756
110 H 7.31 10.94 -0.82  0.371
111 H 5.31 12.35 -1.29  0.362
112 C -2.72 -8.89 0.03  -0.080
113 C -1.39 -8.57 -0.17  -0.694
114 C -1.04 -7.24 -0.31  -0.136
115 N -1.93 -6.23 -0.27  -0.281
116 C -3.22 -6.57 -0.08  0.087
117 C -3.66 -7.87 0.08  -0.934
118 H -3.03 -9.93 0.15  0.369
119 H -0.63 -9.35 -0.21  0.381
120 H -0.01 -6.94 -0.47  0.438
121 H -3.92 -5.74 -0.05  0.409
122 H -4.71 -8.08 0.23  0.401
123 C -1.11 -4.32 -2.72  0.021
124 C -0.76 -4.60 -4.04  -0.368
125 C -0.45 -3.55 -4.88  -0.477
126 N -0.49 -2.26 -4.50  -0.597
127 C -0.83 -2.01 -3.23  -0.983
128 C -1.14 -3.00 -2.31  -0.125
129 H -1.35 -5.12 -2.03  0.507
130 H -0.72 -5.62 -4.40  0.426
131 H -0.17 -3.72 -5.91  0.378
132 H -0.85 -0.96 -2.95  0.736
133 H -1.41 -2.74 -1.29  0.512
134 C -5.28 -0.44 -6.63  -0.193
135 C -6.15 0.04 -5.66  -0.760
136 C -5.80 -0.12 -4.33  -0.087
137 N -4.67 -0.71 -3.92  -0.035
138 C -3.84 -1.17 -4.88  0.255
139 C -4.10 -1.06 -6.23  -0.752
140 H -5.51 -0.34 -7.68  0.410
141 H -7.08 0.52 -5.94  0.384
142 H -6.45 0.24 -3.54  0.372
143 H -2.94 -1.64 -4.51  0.026
144 H -3.39 -1.44 -6.96  0.420
145 C -8.23 -5.01 -8.75  -0.153
146 C -6.90 -4.69 -8.96  -0.454
147 C -6.56 -3.35 -9.09  -0.104
148 N -7.45 -2.35 -9.03  -0.453
149 C -8.73 -2.69 -8.83  -0.218
150 C -9.17 -3.99 -8.69  -0.369
151 H -8.54 -6.05 -8.64  0.359
152 H -6.14 -5.46 -9.01  0.346
153 H -5.53 -3.05 -9.24  0.358
154 H -9.43 -1.86 -8.79  0.352
155 H -10.22 -4.21 -8.53  0.348
156 C -7.72 0.25 3.81  -0.028
157 C -8.76 1.16 3.70  -0.552
158 C -10.06 0.67 3.66  -0.216
159 N -10.37 -0.64 3.73  -0.581
160 C -9.34 -1.50 3.84  -0.236
161 C -8.01 -1.11 3.89  -0.526
162 H -6.69 0.59 3.85  0.693
163 H -8.57 2.22 3.63  0.370
164 H -10.91 1.34 3.57  0.346
165 H -9.62 -2.55 3.89  0.352
166 H -7.23 -1.85 3.98  0.424

Output
Orbital gap   6.98 eV
LUMO   -1.30 eV
Energy   -4691.312069 Eh
E_HOMO   -0.30429 Ha